# C40H42I2N14OPRbSTe

C40H42I2N14OPRbSTe as an isolated structure (ωB97M-V/def2-TZVPD, the Open Molecules 2025 dataset).

Net charge ... -2
Calculated total energy ... -4018.437386 hartree

Geometry as XYZ:
```
103
Properties=species:S:1:pos:R:3:forces:R:3:mulliken_charge:R:1
Rb 0.981 -0.039 0.048 -0.3981 -0.3833 0.1997 0.663
I 7.738 5.249 2.004 -0.2313 -0.2051 -0.0974 -0.084
C 6.174 3.904 1.505 0.3584 0.2953 0.1241 -0.324
C 6.480 2.602 1.142 -0.0414 0.0743 0.0090 -0.428
C 5.441 1.752 0.834 -0.1253 -0.5239 -0.1506 -0.352
I 5.829 -0.257 0.320 -0.0021 0.2961 0.0738 0.040
C 4.057 2.117 0.860 0.2443 0.1052 0.0315 -0.230
O 3.125 1.321 0.542 0.2263 0.3881 0.1860 0.084
C 3.818 3.468 1.294 -0.1510 -0.0460 -0.0735 1.006
C 2.383 3.911 1.481 0.0846 -0.1413 -0.0880 -1.546
N 1.481 3.707 0.352 -0.0933 0.2358 0.1580 -0.019
C 1.944 4.280 -0.896 0.0165 -0.0892 -0.0054 -0.380
C 0.855 4.129 -1.923 0.0064 0.0286 -0.0385 0.230
C 0.418 5.192 -2.707 -0.0371 0.0737 -0.0847 -0.683
C -0.596 4.981 -3.628 0.0445 -0.1581 0.0687 -0.670
C -1.149 3.714 -3.728 -0.0169 0.1503 -0.0835 -0.488
C -0.651 2.712 -2.908 0.0116 -0.1213 0.0626 -0.483
N 0.329 2.908 -2.031 0.0403 0.0156 0.0522 0.021
C 4.856 4.331 1.582 0.0228 -0.0225 0.0122 -0.472
H 7.503 2.257 1.099 -0.0035 -0.0061 -0.0008 0.367
H 2.372 4.976 1.743 -0.0102 -0.0250 0.0613 0.437
H 1.950 3.349 2.315 -0.0311 0.0646 0.0097 0.235
H 1.399 2.711 0.209 0.0197 -0.0493 0.0439 -0.230
H 2.850 3.787 -1.284 0.0456 0.0324 0.0458 0.239
H 2.189 5.334 -0.738 -0.0509 0.0268 -0.0588 0.383
H 0.866 6.171 -2.593 0.0253 -0.0235 0.0306 0.367
H -0.946 5.792 -4.257 -0.0209 0.0111 0.0092 0.391
H -1.947 3.502 -4.429 -0.0051 -0.0389 0.0231 0.416
H -1.048 1.703 -2.950 -0.0071 0.0959 -0.0675 0.768
H 4.633 5.348 1.887 -0.0183 -0.0099 0.0123 0.340
C 1.279 -2.669 5.667 0.0323 -0.1882 -0.1332 -0.771
N 1.492 -1.461 4.906 -0.0093 0.0069 -0.1907 0.454
C 2.686 -0.810 4.785 -0.0393 0.1296 0.0933 -0.692
C 2.473 0.221 3.909 0.0540 -0.0309 0.1698 -0.348
N 1.184 0.201 3.477 0.1783 -0.2078 -0.3120 -0.002
C 0.621 -0.848 4.042 -0.0619 0.2516 0.3099 0.017
P -1.149 -1.278 3.947 0.1157 0.0289 -0.1374 -0.701
C -1.782 0.315 3.336 -0.0774 0.0134 0.0663 -0.269
N -1.289 1.057 2.374 0.0262 0.1675 -0.1589 0.485
C -2.115 2.129 2.252 -0.0846 0.0776 0.0590 -0.877
C -3.143 2.036 3.153 -0.0300 0.0022 -0.0588 -0.558
N -2.929 0.874 3.843 0.0994 0.0090 0.0073 0.269
C -3.769 0.336 4.889 -0.0135 -0.0807 0.0446 -0.889
C -1.361 -2.204 2.390 -0.3788 0.0452 -0.0451 0.004
N -1.473 -1.636 1.205 0.2382 -0.0711 -0.0604 0.222
C -1.818 -2.624 0.338 -0.0870 -0.0980 0.0257 -0.377
C -1.946 -3.808 1.012 -0.1671 0.0224 -0.0031 -0.744
N -1.710 -3.528 2.328 0.2467 0.1459 -0.1146 0.457
C -1.561 -4.515 3.370 0.2179 -0.1010 0.0824 -0.827
H 1.710 -2.560 6.664 -0.0128 0.0091 -0.0335 0.350
H 1.729 -3.516 5.142 0.0191 0.0023 0.0055 0.208
H 0.210 -2.852 5.757 -0.0084 0.0462 0.0568 0.281
H 3.563 -1.132 5.321 -0.0029 -0.0336 -0.0435 0.457
H 3.168 0.973 3.570 0.0207 -0.0732 -0.0457 0.306
H -1.914 2.907 1.532 -0.0334 -0.0100 0.0056 0.572
H -3.995 2.665 3.354 0.0281 0.0012 0.0119 0.379
H -4.563 1.048 5.106 0.0047 0.0207 -0.0260 0.316
H -3.192 0.163 5.796 -0.0049 0.0077 -0.0033 0.316
H -4.216 -0.610 4.580 -0.0207 0.0187 0.0088 0.302
H -1.973 -2.413 -0.709 0.0297 -0.0554 0.0128 0.276
H -2.184 -4.805 0.680 0.0517 0.0060 0.0035 0.463
H -2.347 -5.267 3.285 0.0064 0.0346 -0.0124 0.346
H -1.633 -4.029 4.342 -0.0760 0.0103 -0.0097 0.301
H -0.575 -4.981 3.288 -0.0284 -0.0098 -0.0107 0.197
C -2.815 0.066 -5.588 -0.0797 -0.0904 0.1226 -0.517
C -1.942 -0.846 -4.746 -0.0418 0.0786 -0.1012 -0.530
N -1.978 -0.391 -3.375 0.0337 0.0442 -0.0929 0.435
C -3.077 0.132 -2.754 -0.2299 -0.0027 0.1158 0.032
N -3.060 0.246 -1.479 0.1509 -0.0928 -0.0236 -0.126
C -4.180 0.842 -0.788 -0.0239 0.0500 -0.1055 -0.252
C -5.031 1.735 -1.685 0.0431 -0.1445 -0.0027 -0.749
C -5.345 0.959 -2.954 0.0070 0.0269 0.0680 -0.731
N -4.104 0.578 -3.593 0.0976 0.0405 -0.0405 0.342
C -4.197 0.096 -4.957 0.0487 0.0323 -0.0534 -0.756
H -2.866 -0.292 -6.617 -0.0160 -0.0143 0.0098 0.395
H -2.403 1.078 -5.585 0.0322 -0.0005 -0.0495 0.155
H -0.909 -0.826 -5.088 -0.0080 -0.0260 0.0091 0.239
H -2.304 -1.879 -4.843 0.0784 -0.0121 -0.0015 0.216
H -1.228 -0.684 -2.760 -0.0556 -0.0498 -0.0504 -0.002
H -3.791 1.410 0.057 -0.0089 0.0179 0.0849 -0.092
H -4.808 0.046 -0.363 0.0042 0.0272 0.0303 0.254
H -4.463 2.630 -1.953 -0.0306 0.0292 0.0071 0.267
H -5.952 2.042 -1.184 0.0023 0.0083 0.0021 0.415
H -5.916 1.567 -3.661 0.0083 -0.0137 -0.0215 0.385
H -5.956 0.076 -2.707 -0.0250 0.0095 -0.0166 0.286
H -4.861 0.772 -5.504 -0.0123 0.0026 0.0230 0.416
H -4.646 -0.909 -5.000 -0.0076 0.0066 -0.0152 0.259
Te 1.973 -3.511 1.900 -0.3287 0.1937 0.2054 -0.171
C 3.334 -4.934 1.229 0.2358 -0.4197 0.1062 -0.036
C 4.260 -4.838 0.227 -0.0340 0.1413 -0.0844 -0.526
C 5.067 -5.996 0.060 0.1138 -0.1353 -0.0448 -0.462
C 4.761 -6.990 0.935 -0.1961 -0.0566 0.2620 -0.507
S 3.474 -6.497 1.977 0.0659 0.2187 -0.2176 -0.185
H 4.352 -3.949 -0.381 0.0013 -0.0012 0.0154 0.464
H 5.848 -6.084 -0.686 -0.0193 0.0127 -0.0140 0.327
H 5.198 -7.971 1.043 0.0677 0.0358 -0.0963 0.345
N 0.785 -1.357 -2.668 0.0877 -0.0908 -0.0687 -0.416
C 0.930 -2.047 -3.589 -0.1180 0.1651 0.1729 -0.080
C 1.022 -2.866 -4.718 0.0542 -0.1202 -0.0192 0.049
C 1.727 -2.448 -5.861 0.1115 0.1195 -0.1764 0.295
N 2.284 -2.114 -6.819 -0.0161 -0.0041 0.0407 -0.595
C 0.305 -4.077 -4.764 -0.1392 -0.1634 -0.0175 0.245
N -0.300 -5.061 -4.833 0.0108 0.0296 0.0092 -0.605
```
Forces are in eV/Å.

# C40H42N5O6P2Ta

C40H42N5O6P2Ta as an isolated structure (ωB97M-V/def2-TZVPD, the Open Molecules 2025 dataset).

Net charge ... +2
Calculated total energy ... -3014.260035 hartree

Geometry as XYZ:
```
96
Properties=species:S:1:pos:R:3:forces:R:3:mulliken_charge:R:1
Ta -0.380 0.074 0.749 0.0207 -0.3495 0.0890 1.723
C 3.477 1.677 2.374 0.0007 -0.0173 0.0170 -1.017
C 3.353 3.047 2.143 0.0198 0.0015 0.0079 -0.537
C 2.148 3.546 1.707 -0.0267 0.0654 0.0000 -0.752
C 1.064 2.689 1.502 0.0000 -0.0527 -0.0613 0.692
N 1.233 1.343 1.614 -0.0326 -0.1023 0.0021 -0.179
C 2.410 0.869 2.083 0.0125 0.0553 -0.0094 0.005
N -0.158 3.305 1.274 0.0057 0.0026 0.0459 -0.592
C -1.249 2.724 1.613 0.0715 0.0701 -0.0357 -0.006
N -1.348 1.369 1.935 -0.0666 0.1531 0.0032 0.633
C -2.515 1.147 2.667 -0.0647 -0.0066 -0.0133 -0.518
N -2.753 0.090 3.334 -0.0035 0.0182 0.0369 -0.459
C -1.760 -0.866 3.538 0.0230 -0.0383 -0.0618 0.238
C -1.987 -1.720 4.618 -0.0416 0.0184 0.0125 -0.522
C -1.041 -2.647 4.989 -0.0167 -0.0236 0.0421 -0.561
C 0.142 -2.718 4.262 0.0261 -0.0051 -0.0305 -1.381
C 0.295 -1.883 3.186 -0.0329 0.0245 -0.0081 -0.305
N -0.625 -0.976 2.794 -0.0042 0.1218 0.1012 -0.091
C -3.328 2.370 2.553 0.0699 0.0295 -0.0277 0.547
C -4.598 2.657 3.010 -0.0128 0.0019 0.0208 -0.139
C -5.092 3.933 2.754 0.0316 0.0234 -0.0288 -0.758
C -4.324 4.889 2.091 -0.0187 -0.0388 0.0229 -0.704
C -3.030 4.607 1.661 -0.0147 0.0300 -0.0166 -0.358
C -2.557 3.331 1.889 -0.0237 -0.0948 0.0580 0.464
H 4.392 1.243 2.750 -0.0014 0.0061 0.0018 0.570
H 4.185 3.714 2.326 -0.0023 -0.0015 -0.0016 0.498
H 1.980 4.602 1.555 0.0054 -0.0045 0.0032 0.595
H 2.482 -0.201 2.214 0.0102 -0.0167 0.0047 0.399
H -2.917 -1.603 5.153 0.0029 0.0008 -0.0047 0.575
H -1.215 -3.301 5.832 -0.0009 0.0037 -0.0024 0.467
H 0.926 -3.420 4.509 0.0040 0.0040 -0.0004 0.522
H 1.193 -1.945 2.591 0.0089 -0.0052 -0.0049 0.839
H -5.183 1.917 3.540 -0.0021 0.0071 -0.0005 0.580
H -6.090 4.192 3.080 0.0004 -0.0021 0.0010 0.454
H -4.741 5.872 1.916 0.0041 0.0005 -0.0010 0.469
H -2.423 5.348 1.160 -0.0067 0.0023 0.0013 0.572
O -1.249 -3.826 -0.159 -0.0022 0.0054 -0.0100 -0.533
C -0.635 -2.823 -0.298 -0.0169 -0.0223 0.0132 -0.089
O -1.055 -1.634 0.249 0.0223 -0.1927 -0.0215 -0.295
C 0.647 -2.623 -1.068 0.0046 0.0191 0.0157 -0.323
P 1.744 -1.517 -0.100 0.0415 -0.0297 -0.0333 2.281
C 2.754 -2.642 0.895 -0.0221 -0.0220 0.0160 0.353
C 4.041 -2.250 1.266 0.0278 -0.0061 0.0147 -0.800
C 4.819 -3.084 2.055 0.0075 0.0041 -0.0042 -0.804
C 4.322 -4.312 2.469 -0.0118 -0.0092 -0.0168 -0.705
C 3.047 -4.713 2.091 0.0054 0.0079 0.0036 -0.771
C 2.260 -3.881 1.308 0.0230 0.0068 0.0108 -0.646
C 2.908 -0.784 -1.267 0.0102 -0.0258 0.0157 0.613
C 3.521 -1.634 -2.192 -0.0146 0.0077 -0.0370 -0.801
C 4.464 -1.134 -3.073 0.0162 0.0064 0.0044 -0.794
C 4.820 0.209 -3.021 -0.0141 -0.0127 0.0088 -0.748
C 4.223 1.053 -2.096 0.0057 -0.0028 0.0031 -0.848
C 3.264 0.562 -1.221 -0.0314 0.0407 -0.0154 0.528
H 0.386 -2.080 -1.982 0.0014 0.0008 0.0014 -0.564
H 1.102 -3.576 -1.328 -0.0040 -0.0095 0.0059 1.025
H 4.450 -1.311 0.908 -0.0072 0.0012 0.0187 0.519
H 5.821 -2.784 2.329 -0.0043 0.0004 -0.0002 0.470
H 4.937 -4.967 3.072 -0.0035 0.0033 0.0047 0.434
H 2.667 -5.679 2.395 0.0014 0.0002 -0.0024 0.509
H 1.268 -4.215 1.023 -0.0081 -0.0023 -0.0050 0.289
H 3.272 -2.689 -2.223 0.0060 0.0115 0.0112 0.429
H 4.930 -1.794 -3.793 0.0027 0.0009 0.0025 0.497
H 5.566 0.595 -3.703 -0.0051 0.0015 -0.0052 0.438
H 4.495 2.099 -2.061 0.0053 -0.0017 0.0002 0.506
H 2.783 1.238 -0.528 0.0201 -0.0201 -0.0273 0.090
C -3.646 -0.135 -2.505 -0.0053 -0.0437 0.0261 -1.760
C -3.482 0.435 -1.112 0.0277 -0.0887 0.0159 1.390
C -3.999 -0.521 -0.060 -0.0091 0.0140 -0.0189 -1.501
C -4.064 1.825 -0.993 -0.0043 -0.0023 -0.0191 -1.529
O -1.964 0.559 -0.841 0.0277 0.0856 -0.0286 0.210
P -0.869 1.111 -1.931 -0.0813 0.0965 0.1119 0.112
O -1.112 2.449 -2.437 0.0232 -0.0123 -0.0071 -0.864
O 0.296 0.936 -0.847 0.0435 0.2811 -0.1697 -0.335
O -0.661 -0.064 -2.925 0.0299 -0.0391 0.0259 0.286
C -0.149 0.068 -4.346 -0.0101 -0.0254 -0.0224 1.508
C 0.109 -1.370 -4.748 0.0040 0.0285 -0.0219 -1.616
C -1.238 0.708 -5.181 0.0136 0.0176 -0.0122 -1.788
C 1.131 0.880 -4.322 -0.0289 -0.0257 -0.0026 -1.391
H -4.707 -0.325 -2.665 -0.0097 0.0087 0.0082 0.577
H -3.109 -1.077 -2.618 -0.0286 0.0391 -0.0041 0.369
H -3.321 0.572 -3.267 0.0133 0.0022 -0.0122 0.378
H -5.076 -0.619 -0.195 -0.0007 0.0091 0.0037 0.588
H -3.837 -0.145 0.950 0.0047 -0.0083 -0.0101 0.229
H -3.553 -1.509 -0.158 -0.0171 -0.0008 0.0000 0.298
H -5.123 1.771 -1.248 -0.0003 0.0083 -0.0048 0.543
H -3.577 2.516 -1.680 0.0028 0.0008 -0.0014 0.301
H -3.984 2.206 0.022 0.0046 0.0122 0.0159 0.265
H -0.792 -1.974 -4.637 0.0060 -0.0036 0.0043 0.349
H 0.918 -1.801 -4.155 -0.0090 -0.0055 -0.0087 0.269
H 0.412 -1.400 -5.795 -0.0036 -0.0019 0.0027 0.473
H -2.137 0.092 -5.186 0.0036 0.0045 -0.0052 0.377
H -0.887 0.794 -6.209 0.0062 -0.0012 -0.0010 0.524
H -1.474 1.707 -4.816 -0.0097 -0.0174 -0.0140 0.334
H 1.870 0.412 -3.669 -0.0022 0.0272 -0.0100 0.255
H 0.949 1.907 -4.004 -0.0069 0.0064 0.0202 0.350
H 1.540 0.913 -5.333 0.0157 -0.0082 0.0039 0.574
```
Forces are in eV/Å.

Ordered energy relative to the best compared isomer or geometry (same formula, charge and spin) results: 119.79 19.24; unit kJ/mol.
Ordered frontier orbital gap results: 4.8 7.5; unit eV.
Ordered HOMO level results: -1.5183 -14.0026; unit eV.